Record 1
DFT (the ωB97M-V functional and the def2-TZVPD basis) results for C12H20O10Tl as an isolated structure in a non-equilibrium geometry.

```
43
Properties=species:S:1:pos:R:3:lowdin_charge:R:1
Tl 1.06018 0.01579 -0.60296 1.1514
C -1.54355 3.39917 -3.49549 0.0717
C -1.03045 2.38390 -2.57752 -0.3046
C -2.04486 1.36269 -1.88006 -0.3488
O -1.70247 0.56791 -1.04879 -0.0321
C -3.44287 1.46080 -2.24367 0.0812
C -3.86766 2.41045 -3.14633 -0.3000
C -2.89214 3.40228 -3.80459 -0.3666
O -3.23657 4.30360 -4.61099 0.0384
O -5.07823 2.25773 -3.60221 0.0207
O 0.18342 2.14862 -2.39794 -0.1000
H -0.97192 4.19428 -3.95095 0.1243
H -4.11879 0.72587 -1.83206 0.1266
C 2.61164 -3.18075 0.98852 -0.2019
C 3.28657 -3.14338 -0.38967 -0.2200
O 2.40713 -2.58899 -1.36634 -0.1515
O 2.16566 -1.87060 1.42562 -0.1578
H 3.34546 -3.57309 1.69257 0.1175
H 1.78963 -3.89359 1.05367 0.1117
H 3.58619 -4.12282 -0.76255 0.1205
H 4.26005 -2.65325 -0.40459 0.1199
H 2.65239 -3.01347 -2.19172 0.0936
H 1.97519 -1.94151 2.36387 0.0815
C -1.18887 -1.79644 1.94640 -0.2000
C -1.43760 -2.67875 0.65501 -0.2482
O -0.35040 -2.59438 -0.17606 -0.1173
O -0.94905 -0.41304 1.65834 -0.1116
H -0.33141 -2.24521 2.44786 0.0980
H -2.03040 -1.90786 2.63015 0.1181
H -2.32942 -2.27849 0.17278 0.1133
H -1.82262 -3.66920 0.89763 0.1211
H -0.10332 -3.45066 -0.53287 0.0965
H -1.82121 -0.04740 1.82336 0.0927
C 1.02691 2.89747 1.76441 -0.1886
C 1.56150 1.83748 2.76288 -0.2593
O 2.43536 0.98369 2.13429 -0.1189
O 0.04786 2.41221 0.83438 -0.1414
H 1.94206 3.28669 1.31819 0.1222
H 0.47532 3.72031 2.21913 0.1220
H 0.86519 1.14171 3.23102 0.1160
H 2.13212 2.34929 3.53783 0.1206
H 3.08692 0.70020 2.77981 0.0960
H -0.60298 3.10074 0.67965 0.0932
```

Computed properties:
LUMO (spin up / spin down) (eV): -0.2 / -1.7
E (eV): -37931.686
Spin multiplicity: 2
HOMO (spin up / spin down) (eV): -7.9 / -6.8
Frontier orbital gap (spin up / spin down) (eV): 7.7299 / 5.0906

Record 2
DFT (the ωB97M-V functional and the def2-TZVPD basis) results for one molecule with the formula C5H8N2 in a non-equilibrium geometry.

```
15
Properties=species:S:1:pos:R:3:lowdin_charge:R:1
C -2.39138 -0.40098 -0.46962 0.0058
C -1.37470 0.39186 -0.14367 -0.1941
C -0.82142 0.57588 1.29526 -0.0654
C 0.11177 -0.05194 0.44843 -0.3379
N 0.65602 -1.22782 -0.15825 0.1320
C 1.13042 0.13931 -0.53476 -0.3498
N 2.53021 0.35336 -0.33358 0.0511
H -2.59498 -1.32294 0.06852 0.0648
H -3.02715 -0.16010 -1.31409 0.0507
H -1.35951 -0.03665 2.01258 0.1070
H -0.65657 1.61462 1.55168 0.1197
H 1.35978 -1.61302 0.47195 0.1077
H 0.59557 0.54849 -1.44200 0.1516
H 2.77005 1.33850 -0.41843 0.0771
H 3.07189 -0.14856 -1.03400 0.0797
```

Computed properties:
LUMO (spin up / spin down) (eV): 0.2 / -0.2
E (eV): -8287.614
HOMO (spin up / spin down) (eV): -7.5 / -6.5
Frontier orbital gap (spin up / spin down) (eV): 7.6801 / 6.3483